C5H3NO2 in the gas phase, computed with ωB97M-V with the def2-TZVPD basis set.

Atoms and positions in Å:
C -1.816 -0.601 -0.890
C -0.509 -0.104 -0.196
C 0.552 0.496 -0.761
C 1.525 0.658 0.419
C 0.778 -0.171 1.441
H -2.660 -0.817 -0.160
H 0.666 0.800 -1.760
H 1.081 -0.330 2.419
N -0.386 -0.517 1.152
O -1.788 -0.635 -2.157
O 2.557 1.218 0.493

The energy above the lowest of the compared OMol25 structures with the same formula, charge and spin comes out at 36.66 kcal/mol. The calculation puts the max |F| at 4.95 eV Å⁻¹.

C5H3NO2 in the gas phase, computed with ωB97M-V with the def2-TZVPD basis set.

Atoms and positions in Å:
C -1.376 -1.217 -0.221
C -0.112 -1.265 -0.544
C 0.545 0.088 -0.174
C 1.604 0.792 0.179
C -0.600 0.816 0.368
H -2.402 -1.861 -0.123
H 0.438 -2.103 -1.023
H 2.702 0.585 -0.092
N -0.263 2.066 0.694
O -1.731 0.148 0.176
O 1.196 1.953 0.760

The energy above the lowest of the compared OMol25 structures with the same formula, charge and spin comes out at 66.90 kcal/mol. The calculation puts the max |F| at 5.01 eV Å⁻¹.

A molecular structure, C5H3O3Sm, computed with ωB97M-V with the def2-TZVPD basis set.

Atoms and positions in Å:
C 0.383 0.099 -1.214
C -0.391 0.356 -2.209
O -1.171 0.626 -3.046
C 1.723 -0.252 -0.666
C 0.504 -0.720 0.063
O 0.089 -0.196 1.233
C -3.229 -0.051 2.065
O -2.571 0.740 2.578
Sm -0.195 1.588 2.698
H 2.322 -0.979 -1.221
H 2.297 0.566 -0.219
H 0.240 -1.777 -0.062

As for the spin multiplicity: 7. The total energy is -1075.6594 hartree. As for the net charge: +1. Its expectation value of S² is 12.01. The calculation puts the max |F| at 3.25 eV Å⁻¹.

A molecular structure, C5H3O3Tl, computed with ωB97M-V with the def2-TZVPD basis set.

Atoms and positions in Å:
C 1.126 -0.273 -0.747
C 2.227 0.397 -0.811
O 3.248 0.934 -0.629
C 0.304 -1.499 -0.597
C -0.496 -0.247 -0.754
O -1.144 0.273 0.338
C -0.643 1.604 0.961
O -1.360 2.012 1.810
Tl -2.844 0.949 3.168
H 0.305 -2.181 -1.452
H 0.299 -1.954 0.399
H -1.023 -0.017 -1.686

As for the spin multiplicity: 2. As for the net charge: +1. The energy above the lowest of the compared OMol25 structures with the same formula, charge and spin comes out at 7.11 kcal/mol. Its expectation value of S² is 0.76. The calculation puts the max |F| at 3.55 eV Å⁻¹.

C5H4 in the gas phase, computed with ωB97M-V with the def2-TZVPD basis set.

Atoms and positions in Å:
C 0.063 0.557 2.994
C 0.078 0.046 1.793
C -0.128 -0.055 -0.791
C -0.263 -0.114 0.594
C -0.378 -0.465 -2.115
H 0.824 0.570 3.736
H 0.508 0.720 -0.892
H -0.754 -1.404 -2.417
H 0.052 0.145 -2.902

The energy above the lowest of the compared OMol25 structures with the same formula, charge and spin comes out at 75.48 kcal/mol. The calculation puts the max |F| at 3.91 eV Å⁻¹.

A molecular structure, C5H4, computed with ωB97M-V with the def2-TZVPD basis set.

Atoms and positions in Å:
C -2.416 0.289 0.010
C -1.614 -0.834 -0.010
C 0.146 0.019 -0.007
C -1.145 0.850 -0.028
C -0.407 -1.356 -0.007
H 0.767 0.149 -0.792
H 0.461 0.309 1.014
H -1.106 1.960 0.041
H -0.012 -2.277 0.059

The energy above the lowest of the compared OMol25 structures with the same formula, charge and spin comes out at 71.66 kcal/mol. The calculation puts the max |F| at 3.79 eV Å⁻¹.

14 unconnected molecules or ions with the total composition C5H40N2O14, computed with ωB97M-V with the def2-TZVPD basis set.

Atoms and positions in Å:
N -1.909 2.937 -0.257
C -1.846 1.870 0.698
C -1.654 0.440 0.162
N -1.625 -0.452 1.340
C -2.987 -0.641 1.912
C -1.042 -1.734 0.975
C -1.657 -2.687 -0.021
O -1.198 -2.449 -1.389
H -0.986 3.188 -0.620
H -2.555 2.813 -1.022
H -0.996 2.044 1.389
H -2.827 1.800 1.187
H -0.655 0.351 -0.305
H -2.342 0.103 -0.632
H -3.222 0.165 2.606
H -3.038 -1.632 2.386
H -3.843 -0.533 1.240
H -1.126 -2.307 1.938
H 0.078 -1.565 0.847
H -1.273 -3.691 0.147
H -2.729 -2.586 -0.228
H -0.255 -2.603 -1.534
H -0.394 1.548 -2.887
H 0.413 2.223 -1.671
O 0.476 1.558 -2.369
H 3.451 2.161 -3.182
H 1.913 2.014 -3.271
O 2.733 1.979 -3.810
H 0.288 -1.003 -4.825
H 0.019 -2.486 -4.287
O -0.312 -1.739 -4.844
H 2.751 0.861 -0.730
H 3.966 0.019 -0.172
O 3.494 0.314 -0.969
H 0.817 2.660 0.616
H 0.550 3.993 0.249
O 0.872 3.214 -0.217
H -2.084 1.961 -4.245
H -2.230 0.791 -3.351
O -1.894 1.726 -3.327
H 3.127 -0.871 2.189
H 3.302 -1.579 0.879
O 3.730 -0.904 1.443
H -2.023 -1.358 -2.448
H -1.686 -1.139 -3.947
O -2.337 -0.856 -3.266
H 0.855 2.704 3.386
H 1.129 4.017 2.549
O 1.090 3.061 2.464
H 1.831 -4.078 1.242
H 1.772 -5.346 2.067
O 1.185 -4.725 1.631
H 1.453 -2.209 0.022
H 2.494 -3.026 -0.697
O 2.217 -2.790 0.197
H 1.712 0.523 2.879
H 2.333 0.588 4.266
O 2.166 -0.011 3.551
H -0.245 1.192 4.008
H 0.356 0.752 5.368
O 0.399 1.433 4.688

The energy above the lowest of the compared OMol25 structures with the same formula, charge and spin comes out at 117.50 kcal/mol. The calculation puts the max |F| at 2.83 eV Å⁻¹.

14 unconnected molecules or ions with the total composition C5H40N2O14, computed with ωB97M-V with the def2-TZVPD basis set.

Atoms and positions in Å:
N -1.302 3.255 1.210
C 0.073 3.492 0.687
C 0.918 2.300 1.116
N 0.573 1.086 0.334
C 1.538 -0.594 1.967
C 1.499 0.043 0.562
C 1.276 -1.067 -0.586
O 2.497 -1.058 -1.246
H -1.345 3.733 2.105
H -2.040 3.636 0.638
H 0.526 4.446 0.948
H -0.049 3.436 -0.390
H 1.981 2.459 0.907
H 0.784 2.118 2.188
H -0.282 0.736 0.776
H 0.586 -0.460 2.477
H 2.339 -0.189 2.584
H 1.779 -1.653 1.898
H 2.511 0.439 0.427
H 1.293 -2.059 -0.140
H 0.349 -0.902 -1.108
H 2.559 -0.369 -1.949
H -2.026 2.158 -2.066
H -1.116 1.273 -1.260
O -1.206 1.656 -2.145
H -3.280 -1.991 1.640
H -3.826 -2.339 3.042
O -3.357 -2.693 2.281
H -1.917 1.080 3.241
H -1.586 -0.074 2.372
O -1.821 0.136 3.291
H -4.532 -0.355 -1.290
H -4.616 1.150 -0.690
O -4.553 0.214 -0.522
H 2.798 1.804 -2.897
H 4.280 1.173 -2.879
O 3.340 0.991 -2.946
H 0.978 1.928 -1.440
H 0.758 2.615 -2.839
O 1.363 2.472 -2.117
H -0.823 -2.897 -2.739
H -1.088 -1.381 -2.576
O -0.871 -2.176 -2.095
H -0.249 -4.566 -1.506
H 1.011 -4.129 -1.965
O 0.356 -4.774 -2.249
H 0.937 0.123 -3.160
H 0.181 0.184 -4.352
O 0.504 -0.491 -3.737
H -2.886 -0.506 0.123
H -2.574 0.924 0.709
O -2.215 0.046 0.554
H 4.381 -2.835 -0.429
H 3.974 -1.399 -0.103
O 4.737 -1.964 -0.244
H -0.986 -4.551 0.629
H -0.676 -2.969 0.285
O -0.467 -3.892 0.182
H -0.730 1.237 5.441
H -0.304 0.678 4.191
O 0.042 1.311 4.860

As for the spin multiplicity: 2. As for the net charge: +1. The energy above the lowest of the compared OMol25 structures with the same formula, charge and spin comes out at 44.71 kcal/mol. Its expectation value of S² is 0.75. The calculation puts the max |F| at 2.78 eV Å⁻¹.

15 unconnected molecules or ions with the total composition C5H41NO14, computed with ωB97M-V with the def2-TZVPD basis set.

Atoms and positions in Å:
C -0.726 0.471 -3.206
C -2.056 0.400 -2.426
N -2.096 -0.913 -1.762
C -2.768 -0.735 -0.368
C -2.096 0.276 0.527
C -3.022 -1.845 -2.557
H -0.031 0.571 -2.451
H -0.685 -0.391 -3.864
H -0.768 1.274 -4.041
H -2.907 0.470 -3.055
H -2.156 1.254 -1.800
H -2.880 -1.736 0.132
H -3.801 -0.568 -0.324
H -2.397 0.186 1.621
H -2.201 1.304 0.159
H -0.941 0.136 0.530
H -2.986 -2.856 -2.100
H -2.551 -1.762 -3.530
H -4.078 -1.466 -2.556
H 5.062 1.482 -0.042
H 4.246 0.165 -0.490
O 4.356 1.129 -0.605
H -1.085 -1.102 2.185
H -0.936 -2.008 3.238
O -1.179 -1.098 3.206
H 0.663 -0.200 0.637
H 0.876 0.854 1.778
O 1.296 0.497 0.993
H 1.666 1.816 -0.097
H 2.985 2.063 -0.863
O 2.018 2.244 -0.932
H 0.453 3.540 -0.908
H -0.149 4.921 -0.712
O -0.222 4.066 -0.325
H 3.489 -2.130 -0.107
H 3.953 -1.434 -1.445
O 4.118 -1.511 -0.512
H -0.252 0.299 3.546
H 0.020 1.928 3.520
O 0.455 1.061 3.459
H 1.931 -1.078 1.394
H 2.307 -2.259 2.196
O 2.153 -2.071 1.257
H 1.063 3.224 -2.659
H 1.878 4.425 -2.914
O 1.004 4.200 -2.785
H -0.370 -2.071 -0.335
H 0.797 -2.099 0.673
O -0.238 -1.921 0.561
H 1.371 -3.510 -3.041
H 0.173 -2.819 -2.359
O 1.029 -3.281 -2.257
H 1.831 -1.109 4.945
H 1.989 -0.047 3.834
O 2.111 -0.946 4.101
H -0.213 3.536 1.723
H -0.348 4.435 2.907
O -0.215 3.555 2.684
H -3.171 -2.961 2.088
H -2.427 -3.949 1.574
O -3.340 -3.903 1.960

The energy above the lowest of the compared OMol25 structures with the same formula, charge and spin comes out at 97.42 kcal/mol. The calculation puts the max |F| at 5.86 eV Å⁻¹.

A molecular structure, C5H4AsAuNOS5, computed with ωB97M-V with the def2-TZVPD basis set.

Atoms and positions in Å:
Au 0.127 -0.010 0.038
O -1.822 0.778 -0.040
N -2.720 0.176 0.743
C -3.963 0.713 0.702
C -4.983 0.195 1.442
C -4.722 -0.914 2.257
C -3.460 -1.440 2.287
C -2.413 -0.894 1.516
S -0.825 -1.549 1.556
H -4.043 1.561 0.040
H -5.961 0.648 1.385
H -5.507 -1.351 2.859
H -3.218 -2.293 2.905
S 3.405 -0.273 -3.265
As 3.001 0.676 -1.454
S 2.246 -0.800 0.093
S 0.929 1.556 -1.419
S 4.405 1.977 -0.633

As for the net charge: -1. The energy above the lowest of the compared OMol25 structures with the same formula, charge and spin comes out at 0.00 kcal/mol. The calculation puts the max |F| at 0.50 eV Å⁻¹.

C5H4Br2N2O3 in the gas phase, computed with ωB97M-V with the def2-TZVPD basis set.

Atoms and positions in Å:
C -0.096 1.323 -0.616
C -0.521 -1.767 -0.092
C -0.526 0.908 -1.774
C 0.664 -0.985 0.192
C 0.191 0.435 0.533
N -1.296 -1.528 -1.077
N 1.067 1.118 1.545
O -2.188 -1.929 -1.777
O 1.105 2.310 1.609
O 1.762 0.422 2.272
Br -1.047 1.752 -3.304
Br -1.491 0.191 1.707
H 0.157 2.321 -0.299
H -0.554 -2.529 0.648
H 1.276 -1.148 1.050
H 1.498 -0.892 -0.618

The energy above the lowest of the compared OMol25 structures with the same formula, charge and spin comes out at 130.68 kcal/mol. The calculation puts the max |F| at 4.66 eV Å⁻¹.

A gas-phase ion, C5H4BrN2O3 (charge -1), computed with ωB97M-V with the def2-TZVPD basis set.

Atoms and positions in Å:
C 0.348 -0.880 -1.586
C -1.505 0.666 -0.795
C 0.750 -0.031 0.594
C 0.082 0.275 -0.682
C -0.017 0.099 1.836
N 0.914 -1.921 -0.706
N 1.169 -1.440 0.372
O -1.800 1.574 -1.572
O 0.019 -1.137 -2.697
O -2.083 -0.103 -0.038
Br 1.390 1.913 -1.792
H 1.670 0.541 0.756
H -1.154 -0.115 1.606
H -0.133 1.159 2.103
H 0.348 -0.598 2.600

As for the net charge: -1. The energy above the lowest of the compared OMol25 structures with the same formula, charge and spin comes out at 26.77 kcal/mol. The calculation puts the max |F| at 4.12 eV Å⁻¹.

C5H4BrNO3 in the gas phase, computed with ωB97M-V with the def2-TZVPD basis set.

Atoms and positions in Å:
C -1.280 0.208 -0.877
C -1.627 0.010 0.523
C -0.080 0.593 -1.269
C -0.714 0.283 1.464
C 1.208 0.390 0.046
N 1.379 -1.027 -0.132
O 2.001 -1.304 -1.180
O 0.864 -1.845 0.595
O 0.572 0.555 1.349
Br 2.799 1.424 -0.072
H -2.046 0.120 -1.675
H -2.683 -0.371 0.867
H 0.424 0.724 -2.249
H -0.815 0.239 2.612

The energy above the lowest of the compared OMol25 structures with the same formula, charge and spin comes out at 40.02 kcal/mol. The calculation puts the max |F| at 5.12 eV Å⁻¹.

A molecular structure, C5H4Cl2F9MgO9S3, computed with ωB97M-V with the def2-TZVPD basis set.

Atoms and positions in Å:
Mg 3.322 -16.073 23.888
C 5.995 -15.252 21.332
F 7.298 -15.491 21.316
F 5.832 -14.188 20.503
F 5.375 -16.302 20.782
S 5.373 -14.936 23.066
O 4.014 -14.491 22.953
O 5.192 -16.212 23.726
O 6.186 -14.004 23.819
C 3.186 -19.270 27.018
F 2.806 -20.536 26.964
F 3.094 -18.826 28.279
F 4.462 -19.229 26.605
S 2.036 -18.168 25.843
O 1.289 -17.220 26.705
O 3.021 -17.490 24.990
O 1.184 -19.061 25.065
C 0.739 -15.785 20.692
F 1.390 -14.658 20.533
F -0.571 -15.585 20.826
F 0.952 -16.604 19.659
S 1.471 -16.758 22.293
O 2.914 -16.942 22.141
O 1.442 -15.941 23.493
O 0.759 -18.033 22.362
Cl 3.420 -14.666 25.809
C 3.218 -12.925 26.140
C 1.892 -12.382 25.561
Cl 1.762 -12.739 23.848
H 4.061 -12.447 25.642
H 3.400 -12.628 27.172
H 1.781 -11.309 25.719
H 1.004 -12.815 26.022

As for the spin multiplicity: 2. The total energy is -4083.9164 hartree. Its expectation value of S² is 0.77. The calculation puts the max |F| at 3.96 eV Å⁻¹.